Computed, not measured: 2 unconnected molecules or ions with the total composition C11H16N3O5P, with wB97M-V/def2-TZVPD.

Structure (XYZ):
```
36
Properties=species:S:1:pos:R:3:forces:R:3
N 3.862 -2.677 2.395 0.2574 11.0564 -0.3021
C 3.903 -1.376 2.382 0.3276 -7.0139 1.1764
O 3.987 0.119 2.468 -1.8146 -4.0901 -3.5351
C 3.185 0.558 1.280 -4.6340 2.9631 0.2436
C 1.627 1.125 1.500 2.1832 -0.7849 -4.8100
C 0.822 1.531 0.112 1.4290 -1.1395 0.7707
C -0.761 2.070 0.090 1.3357 0.5298 0.5599
C -1.606 1.605 1.399 0.4837 0.8308 0.4272
C -2.033 0.052 1.517 -0.8422 -0.3020 0.4249
C -1.692 -0.947 0.291 0.4592 -1.8350 0.1468
C -1.198 -2.389 0.984 0.9210 1.0913 -0.1662
N -2.373 -3.032 1.709 0.6525 -0.5530 -1.7097
C 1.541 1.383 -1.392 3.9981 -1.8804 3.2174
C 3.077 0.803 -1.408 -5.1615 1.7626 0.8018
N 3.776 0.440 -0.110 -0.3622 -0.0152 -0.5963
H 1.131 1.226 2.572 1.3859 -0.3795 -2.5556
H -0.665 3.258 0.132 -0.4210 -2.3490 -0.1175
H -1.310 1.808 -0.913 1.2482 0.1856 1.8100
H -2.558 2.292 1.474 1.7860 -1.3258 -0.2145
H -0.946 1.867 2.359 -1.4370 -0.4235 -2.0274
H -1.555 -0.394 2.508 -0.9953 0.8705 -2.1063
H -3.215 0.019 1.682 2.5608 0.0208 -0.2494
H -2.634 -1.191 -0.396 2.0071 0.7117 1.4538
H -0.828 -0.646 -0.429 -1.6752 -0.1116 1.4289
H -0.345 -2.154 1.786 -1.8382 -0.3914 -1.6820
H -0.691 -3.104 0.198 -1.1256 1.4200 1.2516
H -2.050 -4.011 1.922 -0.8306 1.1947 -0.3599
H -3.130 -3.077 0.962 1.1927 -0.2899 1.3625
H 0.913 1.672 -2.345 1.5264 -0.8195 1.7866
H 3.583 0.658 -2.479 -0.9061 0.1338 3.0249
H 4.755 0.043 -0.174 -1.9841 0.7946 0.1120
O -0.902 1.972 -4.336 -0.0747 0.2364 0.2242
P -1.315 0.493 -4.415 -0.4017 0.1501 -0.2698
O -2.146 0.126 -3.175 0.3042 0.0678 0.5417
O -0.056 -0.387 -4.468 0.0832 -0.3542 0.0752
O -2.155 0.263 -5.682 0.3620 0.0384 -0.1385
```
Forces are in eV/Å.

Values from the calculation:
total charge = -2
spin multiplicity = 1
DFT total energy = -1310.05872 hartree
strongest force on any atom = 11.06 eV/A
LUMO = 0.11794 hartree

Computed, not measured: a molecular structure, C11H16N3O5Pd, with wB97M-V/def2-TZVPD.

Structure (XYZ):
```
36
Properties=species:S:1:pos:R:3:forces:R:3
Pd -0.008 -0.032 1.335 -0.5875 0.5774 0.0412
C -2.412 0.691 -0.735 0.0261 -0.0977 -0.0418
C -2.255 -0.788 -1.021 0.0026 0.1017 0.0649
O -0.891 -1.159 -0.973 0.0487 -0.1388 -0.0411
C -0.149 -0.891 -2.153 -0.0124 0.0103 -0.0366
C 1.317 -1.095 -1.840 0.0230 -0.0069 -0.0392
O 1.753 -0.285 -0.757 -0.0075 0.0073 0.0356
C 2.088 1.044 -1.090 0.0219 0.0268 -0.0199
C 2.078 1.851 0.188 -0.0831 0.0706 0.0664
O 0.776 1.857 0.829 0.0542 0.0681 -0.1145
C -0.195 2.722 0.211 0.0589 -0.0646 0.0138
C -1.537 2.352 0.790 -0.0483 0.0691 -0.0136
O -1.799 0.961 0.540 0.0919 -0.1402 -0.0161
H -3.466 0.968 -0.680 -0.0029 0.0001 0.0139
H -1.928 1.298 -1.504 0.0000 -0.0112 -0.0022
H -2.712 -1.031 -1.984 0.0102 0.0140 -0.0144
H -2.761 -1.369 -0.249 0.0026 -0.0056 0.0023
H -0.337 0.129 -2.510 0.0083 0.0104 0.0320
H -0.445 -1.580 -2.951 -0.0101 0.0113 -0.0098
H 1.915 -0.904 -2.736 0.0057 -0.0131 -0.0043
H 1.487 -2.126 -1.532 -0.0089 0.0043 0.0303
H 1.393 1.461 -1.827 -0.0125 -0.0079 0.0042
H 3.093 1.101 -1.523 0.0022 -0.0071 -0.0100
H 2.363 2.888 0.004 0.0352 -0.0072 -0.0183
H 2.753 1.419 0.923 -0.0027 -0.0280 -0.0032
H -0.183 2.572 -0.871 0.0017 0.0263 -0.0075
H 0.070 3.757 0.431 -0.0515 0.0209 0.0183
H -2.330 2.967 0.361 -0.0092 -0.0049 -0.0035
H -1.544 2.476 1.872 0.0205 -0.0021 0.0062
O 1.254 -0.896 2.503 -0.2250 -0.4915 -0.1011
N 0.267 -1.740 2.369 1.2240 0.0353 0.0852
C 0.410 -2.971 2.709 -0.5989 0.0663 0.0648
C 1.610 -3.433 3.335 0.0273 -0.0304 0.0220
N 2.583 -3.793 3.825 -0.0138 -0.0029 -0.0083
C -0.691 -3.855 2.460 0.0166 -0.0864 0.0193
N -1.566 -4.566 2.250 -0.0074 0.0263 -0.0150
```
Forces are in eV/Å.

Values from the calculation:
total charge = +1
spin multiplicity = 1
DFT total energy = -1096.67872 hartree
strongest force on any atom = 1.23 eV/A
LUMO = -0.17699 hartree

Computed, not measured: a molecular structure, C11H16N4O5, with wB97M-V/def2-TZVPD.

Structure (XYZ):
```
36
Properties=species:S:1:pos:R:3:forces:R:3
C -0.867 1.372 -0.197 -1.0949 -3.9847 1.9523
C -0.311 0.568 1.160 -1.5898 1.5423 -0.9925
C -0.725 2.864 0.034 2.6068 -0.3087 3.0039
C -1.664 3.519 -0.919 -2.6866 1.3307 -1.2854
C -1.418 5.021 -1.327 2.5436 0.8339 2.7612
C 0.830 -0.981 -0.456 0.4831 3.9296 0.9934
C -0.250 -1.833 -0.951 -5.0269 -0.1163 -0.7383
C 2.104 -1.686 -0.484 3.2829 -1.9526 0.5343
C 2.082 -2.859 0.495 0.3556 -2.1290 -0.3795
C 1.893 -4.237 0.354 -1.1754 1.5245 0.6090
C 2.035 -3.700 2.487 -1.0231 -0.4467 -0.4652
H -2.481 -0.044 -1.150 0.6233 3.8072 4.0430
H -3.018 0.317 0.742 3.6154 2.3040 -3.7301
H -0.408 0.909 -1.178 -0.9015 1.5438 2.0060
H 0.390 3.159 -0.139 -1.9337 -0.4214 -0.2524
H -0.709 2.970 1.272 -1.0976 0.3925 -3.3166
H -1.490 2.988 -1.867 -0.2186 -0.0200 -0.0402
H -2.803 3.278 -0.689 2.3429 0.6349 -0.2590
H -3.029 4.777 -2.135 1.7693 4.4261 -0.0806
H 0.667 -1.056 1.671 0.9056 1.8884 -1.8437
H 1.058 -0.212 -1.262 -1.0106 -0.4187 0.9625
H 2.523 -1.873 -1.527 -0.4924 -0.3421 1.4040
H 2.869 -1.012 -0.137 0.2115 0.4148 0.5148
H 1.565 -4.780 -0.507 0.2015 -0.3965 -0.1909
H 2.009 -3.803 3.532 0.1742 -0.0765 1.1566
H 1.901 -5.649 1.979 -0.4599 -0.1507 -0.4116
H 1.218 -2.178 -2.289 -1.8465 -0.5299 0.8748
N -2.373 0.871 -0.251 -2.1580 -3.8956 -1.0604
N 0.722 -0.292 0.875 -1.3516 -3.1244 1.5390
N 2.186 -2.616 1.838 0.7425 2.8196 -0.0545
N 1.693 -4.710 1.667 1.5038 -0.9202 -1.1315
O -0.808 0.734 2.286 1.4467 -0.3593 -2.6539
O -0.378 5.545 -0.915 -2.5010 -0.5414 -1.5964
O -2.393 5.711 -2.027 -1.4057 -5.9546 0.4048
O -1.509 -1.829 -0.647 6.7692 -0.9620 -1.5437
O 0.322 -2.517 -1.997 -1.6039 -0.3412 -0.7331
```
Forces are in eV/Å.

Values from the calculation:
total charge = 0
spin multiplicity = 1
DFT total energy = -1023.79092 hartree
strongest force on any atom = 7.01 eV/A
LUMO = -0.00891 hartree

Computed, not measured: a gas-phase ion, C11H16NO2 (charge +1), with wB97M-V/def2-TZVPD.

Structure (XYZ):
```
30
Properties=species:S:1:pos:R:3:forces:R:3
C -0.740 0.012 1.903 0.4495 -0.2392 0.7424
C -0.162 -1.113 2.322 1.3304 -0.0448 -1.3450
C -0.307 2.316 0.900 1.0411 1.2276 0.7052
C 1.500 -0.953 0.388 -0.6621 0.8202 1.4376
C 0.107 0.938 1.139 -0.1768 0.6698 -2.1655
C 1.175 0.552 0.387 0.3288 -1.1001 -0.0231
C 1.281 -1.331 1.857 -0.3764 2.3968 0.3261
C -1.215 2.975 1.608 -0.2671 -0.1087 -0.8320
C 0.494 -0.531 -2.628 0.3449 0.4564 -0.3923
C 0.451 -1.706 -0.452 0.8487 -1.3490 0.8432
C -1.720 0.205 -2.003 -1.2062 -0.7437 -1.2465
N 1.425 -0.315 -3.559 -2.0215 2.5653 -0.5400
O 0.833 -1.513 -1.820 -1.3796 1.5531 -2.0186
O -0.554 0.250 -2.776 2.3495 -1.1133 -0.2774
H -1.737 0.265 2.232 -0.1184 0.1830 -0.3305
H -0.626 -1.977 2.761 -0.4373 0.2466 0.6712
H 0.363 2.893 0.230 -0.4371 -0.3641 0.4612
H 2.534 -1.198 0.122 -0.3260 0.0601 -0.2457
H 2.011 -0.801 2.523 -0.6412 -0.1001 -0.5742
H 1.513 -2.301 1.949 0.8201 -3.8311 0.5587
H -1.345 4.029 1.520 -0.0824 0.5787 -0.2367
H -1.959 2.470 2.170 -0.2808 -0.4058 0.8982
H 1.855 1.246 -0.153 -0.9285 -0.3176 0.3885
H 0.530 -2.845 -0.394 -0.3000 1.6188 0.4064
H -0.536 -1.323 -0.189 0.0829 -0.3530 -0.4428
H -2.181 -0.761 -2.120 -0.0546 -0.5057 0.7201
H -2.396 0.886 -2.451 -0.5108 0.7416 -0.7194
H -1.508 0.606 -1.082 0.3070 0.2045 2.5940
H 1.491 0.642 -3.978 -0.5220 -1.4337 0.2425
H 2.267 -0.671 -3.287 2.8258 -1.3124 0.3945
```
Forces are in eV/Å.

Values from the calculation:
total charge = +1
spin multiplicity = 1
DFT total energy = -633.63766 hartree
strongest force on any atom = 3.96 eV/A
LUMO = -0.11726 hartree

Computed, not measured: a molecular structure, C11H16NO5S5W, with wB97M-V/def2-TZVPD.

Structure (XYZ):
```
39
Properties=species:S:1:pos:R:3:forces:R:3
W 0.259 -0.108 -0.572 -0.1136 -2.2398 3.2309
C 1.868 1.065 2.433 2.2569 -1.6349 -1.8626
C 0.558 1.739 2.609 -1.4914 -0.6313 -0.5752
S -0.736 1.476 1.236 0.1032 0.0439 0.6970
C -2.266 0.755 2.108 1.6220 1.8845 -0.2853
C -2.194 -0.642 2.559 0.0830 -2.2884 0.1941
S -0.844 -1.579 1.737 -0.8978 -0.0640 -0.4254
C 0.291 -2.198 3.000 0.2969 -1.7984 -0.5264
C 1.740 -2.074 2.509 0.2059 1.5811 -2.4540
S 2.040 -0.511 1.292 -0.0523 -0.4685 1.9748
H 2.370 0.760 3.348 -0.4644 -0.1586 0.3510
H 2.677 1.618 1.937 -0.7191 0.4217 -0.0860
H 0.603 2.819 2.524 0.3850 0.0660 0.6330
H 0.144 1.370 3.556 -0.3674 0.5489 -0.3246
H -3.010 0.996 1.362 -0.4382 -0.0123 0.1788
H -2.295 1.369 3.011 -0.5552 0.4375 -0.4914
H -3.061 -1.248 2.282 -0.1644 0.4632 -0.1841
H -2.186 -0.733 3.656 0.6085 0.0107 -0.3853
H 0.009 -3.285 2.984 0.5248 0.8251 0.3262
H 0.148 -1.881 4.039 -0.1335 0.5475 -0.4750
H 2.142 -2.884 1.805 -0.6496 0.9572 1.4666
H 2.412 -1.741 3.284 0.3717 -0.6648 0.2711
O -1.659 0.147 -1.093 0.6594 0.5869 -1.6235
N -1.067 0.141 -2.399 -1.0102 0.9275 -0.4652
C -1.114 1.345 -3.086 0.4370 -0.3440 -1.3263
C -1.109 1.306 -4.473 0.7712 -0.4200 2.3654
C -0.915 0.085 -5.124 -1.2233 -1.0695 -1.1024
C -0.938 -1.121 -4.468 0.1014 -0.0121 1.0027
C -0.958 -1.082 -3.037 -1.1725 -1.5519 0.1187
S -1.019 -2.392 -1.890 1.4304 1.3105 -0.2022
H -0.920 2.251 -2.509 -0.7097 -0.2830 -0.0596
H -1.177 2.241 -4.945 0.1523 0.9216 -0.8660
H -0.949 -0.064 -6.205 0.1570 0.8667 0.1771
H -1.042 -2.050 -5.089 0.5166 0.8220 1.2794
O 2.527 1.625 -2.923 -1.6176 -0.3149 1.1079
S 2.508 0.854 -1.703 4.5482 1.2915 -2.4175
O 1.570 1.469 -0.566 -0.3715 -0.9629 -1.1648
O 1.717 -0.484 -1.945 -0.6690 0.8631 1.1383
O 3.875 0.648 -1.242 -2.4110 -0.4574 0.7900
```
Forces are in eV/Å.

Values from the calculation:
total charge = +1
spin multiplicity = 3
DFT total energy = -2917.35106 hartree
strongest force on any atom = 5.31 eV/A
LUMO (alpha / beta) = -0.18017 / -0.16094 hartree

Computed, not measured: a gas-phase ion, C11H16O2P (charge +1), with wB97M-V/def2-TZVPD.

Structure (XYZ):
```
30
Properties=species:S:1:pos:R:3:forces:R:3
C 3.920 0.397 -0.261 0.3051 -1.4166 0.7691
C 3.375 -0.914 -0.026 2.2387 0.5183 -0.1418
C 3.106 1.489 0.076 0.4260 -0.7780 -0.7066
C 2.093 -1.014 0.449 0.0715 -2.0849 1.4312
C 1.832 1.331 0.585 1.8603 -1.8037 -0.9914
C 1.359 0.074 0.799 -2.3617 0.6318 0.5804
C -2.123 2.248 -1.298 0.2364 -3.3618 3.3694
C -1.170 1.396 -0.877 -1.7194 -0.3848 0.1009
C -0.330 -1.887 -1.302 -0.8631 -1.4350 -0.1096
C -3.833 -0.701 0.868 -2.7718 -0.3777 -2.3382
C -0.048 0.021 1.523 1.7562 0.5136 -0.2838
O -1.509 -1.402 -0.633 0.3421 3.7755 2.8352
O -2.737 0.145 1.160 1.4419 1.0170 -0.3907
P -1.388 0.082 0.332 -0.6002 -1.9560 -1.8416
H 5.027 0.470 -0.520 -1.8406 0.2100 0.1400
H 4.049 -1.837 -0.031 -1.1345 1.4643 -0.4010
H 3.426 2.475 -0.095 0.7027 1.1078 -0.1403
H 1.733 -1.972 0.847 0.2442 0.1053 -0.5528
H 1.189 2.090 0.783 -1.3140 2.6686 0.6423
H -1.832 2.867 -2.048 -0.0721 2.0018 -2.1880
H -3.075 2.122 -0.792 -0.2104 1.0301 -0.3962
H -0.332 1.279 -1.502 1.5177 0.0282 -0.2321
H 0.318 -2.416 -0.565 -0.9179 -0.4234 -1.1088
H 0.278 -1.133 -1.675 1.0167 1.8700 -0.6183
H -0.749 -2.367 -2.229 0.7319 -0.3917 1.3208
H -3.435 -1.402 0.138 -0.6076 -0.7466 0.5373
H -4.725 -0.210 0.262 1.9601 -0.2306 1.5063
H -4.261 -1.139 1.776 0.5274 0.1317 -0.2304
H -0.184 -0.968 1.946 -0.0117 -0.0994 0.7154
H 0.025 0.874 2.307 -0.9538 -1.5837 -1.2768
```
Forces are in eV/Å.

Values from the calculation:
total charge = +1
spin multiplicity = 1
DFT total energy = -920.27195 hartree
strongest force on any atom = 4.77 eV/A
LUMO = -0.13375 hartree